# 1
DFT (the ωB97M-V functional and the def2-TZVPD basis) results for 16 unconnected molecules or ions with the total composition H31O16.

Geometry as XYZ:
```
47
Properties=species:S:1:pos:R:3:forces:R:3:mulliken_spin:R:1
O 2.11400 -2.45159 4.70269 3.024 2.827 -1.948 0.000
O -3.69346 -3.10366 -0.49539 -0.699 0.975 1.039 0.000
H -1.87597 1.85485 0.63721 -0.164 1.291 0.512 0.001
H 2.44234 -4.43388 1.79681 -0.879 0.046 -0.111 0.000
H -1.20749 1.31310 -3.14252 -0.715 -0.468 1.698 -0.001
O 4.26060 -0.64645 2.51460 0.148 1.735 -2.423 0.000
H 0.91017 -0.05191 -4.33738 -0.571 0.270 1.076 0.000
H 0.85339 -0.42956 2.92167 -0.436 0.083 0.390 0.000
H -4.21486 -1.68119 3.49561 1.405 1.405 0.552 0.000
O -1.43355 -0.23160 -0.30209 0.265 0.817 -0.632 0.781
H -1.54665 1.81679 -4.46487 0.713 0.125 0.086 0.000
H 2.06566 -0.94762 2.16056 -0.425 1.464 2.235 -0.002
O 2.70765 -4.29748 0.88892 1.064 0.281 -0.892 0.000
O -4.04084 0.20640 1.06024 3.616 0.834 -2.021 0.040
H -3.10597 -3.52273 -1.09063 0.813 -0.767 -0.995 0.000
H 1.33389 4.51358 -3.63808 -0.037 -0.273 -0.053 0.000
H 2.60927 3.67010 -3.76222 0.317 -1.622 -0.203 0.000
H 4.12952 -0.77241 -0.26788 0.731 -0.907 1.541 0.000
O 0.77467 -0.29027 -5.23443 1.013 -0.497 -1.929 0.000
H -3.23601 -0.96342 2.54830 -0.549 0.484 2.712 -0.001
H 2.68897 -0.96598 -0.94489 2.423 0.875 0.343 0.000
H -3.12497 0.15193 0.46901 -3.960 -0.281 2.063 -0.013
H -0.05473 -0.13533 0.23345 2.185 -1.829 0.292 -0.027
H -4.35506 -3.75881 -0.26375 -0.040 -0.121 -0.007 0.000
O -1.38193 2.52558 0.12177 -0.775 -0.639 1.321 0.004
O 3.62384 -0.57443 -1.01919 -3.097 -0.017 -1.949 0.002
O -3.49508 -0.97192 3.54461 -0.831 -1.974 -2.772 0.000
H 1.98778 4.34865 0.35969 0.202 0.273 -0.162 0.000
H 2.67170 -2.07422 3.90042 -1.723 -2.352 0.858 0.000
O -3.46524 2.39093 -2.17693 2.524 4.023 -1.894 0.000
H -1.03081 1.86126 -0.44191 1.024 -0.156 -1.705 0.000
H -3.93550 1.76974 -1.72251 -2.116 -1.986 2.385 0.000
O 1.80670 -0.41973 3.00475 0.330 -0.933 -2.655 0.003
H -4.54113 -0.61028 1.05693 0.209 -0.407 -0.637 -0.002
H 2.02640 -4.17069 0.21618 -0.197 -0.299 1.035 0.000
H 0.38026 -1.66413 -0.04374 -0.430 -1.522 -0.799 -0.004
H -0.06880 -0.69828 -5.41045 -0.290 0.087 0.603 0.000
O -0.77122 1.65563 -3.89295 -0.196 0.597 -1.492 0.000
H 1.06585 3.34046 1.06221 1.109 2.839 0.580 0.000
O 1.51996 4.26955 1.19453 -1.360 -3.065 -0.441 0.000
O 2.29218 4.54173 -3.67202 -0.307 1.851 0.267 0.000
H -3.37520 3.27113 -1.69655 -0.385 -2.216 -0.534 0.000
H -1.59829 -1.05874 0.12777 -0.649 -1.414 0.564 -0.016
H 4.22157 -0.22051 1.58111 0.303 -1.159 2.311 0.000
O 0.73107 -0.89713 0.36019 -1.392 3.232 0.334 0.235
H 2.42685 -1.56937 5.04277 -1.307 -0.969 1.408 0.000
H 3.90843 0.11191 3.01840 0.113 -0.541 0.050 0.000
```
Forces are in eV/Å.

For the orbital gap (alpha / beta), the calculation gives 0.345 / 0.188 Eh. The LUMO energy (alpha / beta) is -1.2 / -5.5 eV. The value obtained for the HOMO energy (alpha / beta) is -10.61 / -10.61 eV. As for the spin multiplicity: 2. The energy relative to the best compared isomer or geometry (same formula, charge and spin) comes out at 2.977 eV.


# 2
DFT (the ωB97M-V functional and the def2-TZVPD basis) results for 16 unconnected molecules or ions with the total composition H32O16.

Geometry as XYZ:
```
48
Properties=species:S:1:pos:R:3:forces:R:3:lowdin_charge:R:1
H 1.42809 -0.40649 2.45877 -0.574 1.826 0.866 -0.050
H 1.23485 -0.17307 -3.39300 -0.048 -0.056 0.561 0.047
H 3.92349 0.76774 1.46408 -0.590 -0.561 -1.059 0.100
O 0.33339 -0.29521 -0.35102 -0.902 1.225 -0.966 -0.088
H -0.12096 3.12264 -2.94225 0.001 -0.147 -0.136 0.032
O -1.19353 2.92266 0.45937 -2.046 0.932 -1.167 -0.003
H -2.58174 0.48150 1.06752 -1.004 1.105 -0.225 0.063
O -1.93613 -1.61273 -2.77136 0.542 0.305 -0.148 -0.087
H -1.11700 -0.56953 4.39788 -1.326 -0.262 -0.803 0.078
H -2.06451 -0.86817 0.85242 -0.116 -1.400 -0.234 0.013
H -0.28684 -0.40148 0.39202 0.372 0.233 0.067 0.027
H 0.92240 2.03206 -3.03722 0.857 -0.466 0.660 -0.067
H 1.33327 0.88489 -1.39514 0.131 0.143 0.477 0.008
O -2.38650 -2.24517 -0.18643 0.445 -1.438 0.236 -0.072
O -1.66386 1.16081 -1.52074 0.153 -0.953 -1.146 -0.025
H 2.19569 1.69911 0.75352 1.137 -0.815 -0.616 -0.022
O 3.38985 0.60923 0.64618 1.119 0.866 0.787 -0.045
H 0.79897 1.41322 2.07388 -0.301 0.051 0.651 0.007
O 1.99087 1.33022 -1.94736 0.040 -0.497 -0.137 -0.039
H 1.11343 -1.74891 2.13702 -0.144 -1.378 -0.477 -0.006
O 1.86947 -1.16304 2.13460 1.298 -0.912 -0.541 -0.042
H -1.80501 1.73761 -0.79395 0.163 1.394 1.382 -0.018
O -1.89191 -0.73719 3.79212 1.360 -0.441 2.217 -0.075
H -0.25085 0.24419 -0.97241 0.280 -1.013 0.692 0.046
O 0.58347 1.03619 2.96959 0.255 0.408 -0.048 -0.069
H -2.51618 1.08049 -1.94002 -0.235 -0.339 -0.547 0.070
H 2.69729 0.68564 -1.95441 0.650 -0.033 0.092 0.070
H -1.65687 2.71651 1.25358 -0.285 -0.122 1.047 0.044
O -1.83863 -0.04425 1.29232 0.754 0.164 0.329 -0.041
H -2.12981 -2.55725 -2.86827 0.529 0.435 -0.324 0.061
O 0.43690 -0.69701 -3.54550 0.533 0.125 -0.563 -0.034
H 2.83308 -0.15605 0.83586 -0.264 -0.871 0.462 0.022
O 0.38300 2.59294 -3.57005 -1.145 1.065 -1.084 -0.062
H -1.87566 -3.09035 -0.30968 -0.554 1.338 0.455 0.084
H 1.79479 3.17594 1.06265 -0.725 -1.722 -0.617 0.135
H 0.64883 -1.88989 -0.61129 0.282 -0.099 0.533 -0.027
O 0.98713 -2.80987 -0.59736 -0.254 0.324 1.154 -0.055
H -2.14602 -1.75020 -0.98041 -0.006 0.185 -0.734 -0.008
H 0.93092 -2.99785 -1.50588 0.158 -0.879 -1.943 -0.008
H -0.29728 2.70756 0.58974 2.055 -0.680 0.278 -0.028
H -0.96049 -3.36513 1.97497 -0.295 -0.056 0.125 0.067
H -1.66758 -0.23287 3.01984 -0.024 0.736 -0.901 -0.047
H -0.99876 -1.36008 -3.04562 -1.252 -0.769 0.482 0.020
O 1.42694 2.27739 0.78843 -0.317 3.145 0.844 -0.086
H 1.32977 1.33353 3.51225 -0.357 -0.025 0.013 0.072
O -0.43943 -2.58096 2.12043 1.700 -0.968 -1.082 -0.016
H 0.16086 -0.32973 -4.38935 -0.387 0.038 -0.259 0.077
H -0.92118 -1.92959 2.57969 -1.662 0.858 1.348 -0.023
```
Forces are in eV/Å.

For the orbital gap, the calculation gives 0.386 Eh. The LUMO energy is 0.0 eV. The value obtained for the HOMO energy is -10.54 eV. The energy relative to the best compared isomer or geometry (same formula, charge and spin) comes out at 4.121 eV.


# 3
DFT (the ωB97M-V functional and the def2-TZVPD basis) results for 16 unconnected molecules or ions with the total composition H32O16.

Geometry as XYZ:
```
48
Properties=species:S:1:pos:R:3:forces:R:3:lowdin_charge:R:1
H -1.76606 0.23494 4.57653 -0.660 -0.328 0.720 0.037
H 1.07244 -3.23947 -1.56402 -0.636 0.149 0.738 0.016
H 0.12494 1.83051 4.06666 -0.078 -0.181 0.320 0.004
O -1.08343 4.11654 1.47497 -0.440 0.061 -0.167 -0.052
O -3.45446 -1.34797 -0.18073 -0.523 -0.937 -0.693 -0.029
H 0.27613 -2.12406 5.11823 -0.307 1.582 1.339 -0.023
O 0.02273 4.40064 -2.07976 0.708 -0.080 2.186 -0.034
H 0.34082 -1.55848 -3.38392 0.360 -0.486 -1.909 0.024
H 3.15335 -3.46588 -1.74341 -0.526 -0.644 0.153 -0.012
H -1.83584 -3.82423 -0.82332 -0.342 0.139 0.211 0.041
H -3.04090 -0.58583 -0.54804 0.779 1.533 0.409 -0.010
H 4.75737 2.94515 -0.06023 0.258 0.452 0.218 0.035
H -1.20223 0.05368 6.13663 -1.105 -0.176 0.154 0.037
H 1.19356 0.05315 1.05153 -0.008 -0.070 -0.110 0.003
O -2.63697 0.79025 2.05410 -1.061 0.150 0.738 -0.041
O 0.52724 -0.87446 -5.71986 -0.193 -1.529 1.385 -0.034
H 0.22984 -3.63878 5.01238 -0.020 -0.061 0.158 0.034
H -2.06646 0.07319 1.79441 0.713 0.142 -0.405 0.011
H -2.21258 1.65240 2.03509 0.473 -0.206 -0.336 0.023
H 0.17203 -0.11736 -0.97123 0.337 0.324 0.019 0.035
H -1.09798 -0.76447 -1.17672 0.283 -0.176 0.565 -0.009
O 0.37535 -2.82790 4.52440 0.279 -1.459 -1.560 -0.030
H 1.60957 2.20616 4.06031 -0.031 0.056 0.038 0.044
O -1.06006 0.27621 5.22631 1.753 0.587 -1.069 -0.036
O 1.17858 -4.16517 -1.34719 1.209 -0.724 -1.538 -0.051
H 0.82895 -4.40041 -0.49918 -0.644 0.586 0.605 0.021
H -1.64874 -3.12892 0.58641 -0.532 0.141 -0.200 0.036
O -1.21580 -3.58719 -0.13422 0.789 -0.272 0.122 -0.045
O -0.64748 -0.24684 -0.48973 -0.382 0.064 0.013 -0.068
H 1.46442 -0.83282 -5.89274 -0.059 0.696 -0.686 0.042
H 3.58985 -2.78786 -0.44849 -0.387 -0.032 0.923 0.016
H -0.42690 3.50702 1.81003 0.483 -0.141 0.202 -0.002
H 0.82983 4.61707 -2.54105 -0.447 0.067 -0.777 0.038
H -0.05398 -0.28697 -6.17660 0.350 0.790 -0.718 0.031
H -3.73587 -1.72887 -1.02431 -0.413 -0.592 0.399 0.050
O 3.78908 -2.86929 -1.36641 1.010 0.677 -1.023 -0.050
O -2.40520 2.44460 -2.96249 0.779 -0.285 -0.990 -0.042
O 0.79047 2.31544 3.56974 -0.012 0.018 -0.316 -0.043
H 1.95984 0.11967 2.32884 0.053 0.101 0.481 0.010
H -1.28183 -1.29888 -3.26318 -0.251 -0.418 -1.626 0.044
H -0.85964 4.25311 0.54730 0.111 -0.045 -0.003 0.020
O -0.41406 -1.29308 -2.90738 -0.211 0.752 2.937 -0.009
H 4.82902 2.39768 -1.39691 0.159 -0.165 -0.660 0.026
H -2.78950 3.31927 -2.99581 -0.571 -0.144 0.545 0.033
O 2.09424 -0.00218 1.39202 -0.121 -0.050 -0.416 -0.050
H -0.78599 4.33390 -2.55464 -0.173 -0.066 -1.265 -0.008
O 5.19140 3.13453 -0.90294 -0.442 -0.314 0.450 -0.061
H -2.67907 1.92226 -2.21139 -0.309 0.513 0.438 0.029
```
Forces are in eV/Å.

For the orbital gap, the calculation gives 0.390 Eh. The LUMO energy is -0.2 eV. The value obtained for the HOMO energy is -10.85 eV. The energy relative to the best compared isomer or geometry (same formula, charge and spin) comes out at 6.527 eV.


# 4
DFT (the ωB97M-V functional and the def2-TZVPD basis) results for 16 unconnected molecules or ions with the total composition H32O16.

Geometry as XYZ:
```
48
Properties=species:S:1:pos:R:3:forces:R:3:lowdin_charge:R:1
H -3.48273 -2.92972 -2.23062 0.150 0.342 0.186 0.021
H 1.05359 -3.27512 1.61232 -0.489 -0.147 0.300 -0.015
O -0.22692 -4.21534 2.96092 -0.057 0.200 -0.331 -0.039
O -2.11087 1.59221 -2.26776 -0.272 0.454 -0.056 -0.036
O 5.37432 2.20896 1.15043 0.450 0.190 0.024 -0.058
H -0.91508 -1.32013 -3.13346 -0.311 -0.631 -0.123 0.018
O 2.64334 2.24720 4.20071 -0.128 0.480 0.724 -0.066
H 2.54834 1.33005 4.45771 -0.002 -0.147 0.044 0.026
H -4.23045 3.02758 -1.17763 0.050 -0.001 -0.254 0.016
H -0.49678 4.82128 2.84246 -0.246 -0.026 0.208 0.065
O -4.58673 2.50603 -0.45840 -0.602 0.234 -0.258 -0.072
H 4.54382 1.73392 1.17956 -0.535 -0.122 0.134 -0.022
H 2.06981 2.85512 -1.53184 0.289 0.106 0.175 0.058
H 1.45053 -2.32652 0.50124 -0.249 0.474 -0.091 -0.002
H 1.42749 2.50486 -2.85722 -0.093 -0.033 -0.320 0.065
H -2.10506 -3.82468 -3.33206 -0.376 -0.213 -0.224 0.013
H -3.81802 2.22472 0.03778 0.247 -0.212 0.406 -0.043
H -2.66806 0.93192 1.93323 -0.130 -0.219 0.112 0.062
H 0.34662 3.01731 0.91506 -0.834 0.573 0.525 0.024
H 2.34297 0.57497 1.51509 -0.114 -0.292 0.032 0.067
O 1.78561 -3.04235 1.04118 0.441 -0.304 -0.296 -0.054
H 5.48174 2.44830 0.22988 0.140 0.045 -0.178 0.021
H 2.85848 2.21418 3.26859 0.126 -0.280 -0.366 -0.024
H -1.21996 1.92100 -2.38778 0.258 -0.069 -0.119 0.006
H -1.75159 1.72337 1.02461 0.539 0.110 -0.039 0.007
O -2.66233 1.66047 1.31241 -0.047 0.050 0.080 -0.029
O 0.15782 -4.81265 -1.40451 -0.151 -0.118 0.022 -0.026
O -0.13984 -0.71586 0.01300 0.059 -0.403 0.528 -0.035
H 0.07437 -0.90295 -0.90098 -0.061 0.018 -0.836 0.002
H 0.81834 4.57973 2.13252 0.337 0.285 0.280 0.051
H 0.29414 -0.62563 -3.72282 0.146 -0.072 -0.136 0.051
O -0.11899 4.39505 2.07314 0.192 -0.040 -0.406 -0.025
H -4.60235 -3.87256 -1.84412 -0.157 -0.138 0.175 0.042
O 1.31132 2.41168 -1.91168 -0.130 -0.062 -0.076 -0.027
H 0.41193 -4.26130 -0.66446 0.208 0.279 0.398 0.030
O 2.63673 1.48411 1.57346 1.289 -0.220 0.145 -0.049
H 0.21981 -3.65006 3.59109 0.043 0.172 0.352 0.046
H -0.76213 -3.94956 -2.64444 0.519 -0.392 0.395 -0.019
H -2.04456 0.98200 -1.53326 -0.049 -0.326 0.199 0.017
H 0.78182 -5.53831 -1.38855 0.137 -0.184 -0.122 0.063
O -0.21486 -0.70478 -2.91604 0.393 0.454 0.380 -0.047
H 1.88476 1.99859 1.28007 -0.510 -0.162 -0.379 0.000
H 0.19811 0.16708 0.16281 0.046 0.302 0.174 -0.008
O -1.22366 -3.45159 -3.31916 -0.355 0.753 -0.446 -0.051
O 0.34535 2.12222 0.57587 -0.426 -0.308 0.086 -0.055
H 0.23867 -5.04993 3.01498 0.093 -0.329 0.033 0.049
O -4.20334 -3.44057 -2.59937 0.046 -0.130 -0.301 -0.042
H 0.28426 2.22553 -0.37378 0.126 0.061 -0.764 0.024
```
Forces are in eV/Å.

For the orbital gap, the calculation gives 0.356 Eh. The LUMO energy is -0.4 eV. The value obtained for the HOMO energy is -10.12 eV. The energy relative to the best compared isomer or geometry (same formula, charge and spin) comes out at 4.539 eV.


F_max? In order: 5.1, 3.3, 3.0, 1.3 eV/Å.
Total energy? In order: -1222.15924, -1223.04734, -1222.95892, -1223.03195 Eh.